# 1
This record from the OMol25 dataset describes C23H41B4FHfN3O7 as an isolated structure in a non-equilibrium geometry. The level of theory is ωB97M-V/def2-TZVPD.

Calculated values
* Kohn-Sham gap: 2.66 eV
* E_HOMO: -10.1 eV
* LUMO energy: -7.436 eV
* charge: +1
* energy: -50005.0904 eV

XYZ file:
```
80
Properties=species:S:1:pos:R:3:lowdin_charge:R:1
Hf 1.898 -1.312 -3.881 1.876
C 0.176 0.288 4.632 0.041
N 0.773 -1.008 4.929 -0.045
C 0.503 -2.185 4.272 0.086
C 1.053 -3.381 4.704 0.055
C 1.998 -3.406 5.662 -0.177
C 2.319 -2.246 6.306 0.037
C 1.754 -1.090 5.896 0.038
C 2.535 -4.658 6.112 -0.131
C 1.854 -5.783 6.463 0.072
C 2.541 -6.941 6.925 0.054
N 3.872 -6.917 7.034 -0.090
C 4.563 -5.808 6.847 -0.001
C 3.923 -4.680 6.423 0.074
C 4.692 -8.161 7.287 0.072
H -0.878 0.138 4.399 0.119
H 0.564 0.747 3.722 0.127
H 0.446 0.987 5.423 0.111
H -0.310 -2.177 3.561 0.162
H 0.877 -4.292 4.152 0.152
H 3.040 -2.125 7.101 0.149
H 2.000 -0.146 6.360 0.152
H 0.779 -5.830 6.561 0.143
H 2.093 -7.845 7.310 0.156
H 5.629 -5.924 6.971 0.159
H 4.422 -3.764 6.142 0.140
H 4.115 -8.997 6.891 0.111
H 4.987 -8.195 8.336 0.122
H 5.500 -8.069 6.561 0.111
B 2.231 2.474 -5.207 -0.361
H 2.923 2.093 -5.942 -0.083
H 2.596 2.239 -4.220 -0.101
H 2.170 3.546 -5.316 -0.026
H 1.210 2.131 -5.269 -0.076
B 0.267 -2.468 -7.372 -0.295
H 1.041 -3.213 -7.265 -0.048
H -0.293 -2.707 -8.263 -0.021
H -0.404 -2.475 -6.527 -0.052
H 0.727 -1.492 -7.372 -0.058
B 3.706 -1.198 -0.294 -0.418
H 2.699 -1.530 -0.493 -0.115
H 4.488 -1.746 -0.796 -0.090
H 3.723 -0.190 -0.679 -0.093
H 3.934 -1.330 0.752 -0.088
B -1.303 0.164 -2.165 -0.399
H -1.501 0.098 -3.223 -0.070
H -2.166 0.653 -1.741 -0.052
H -1.142 -0.820 -1.752 -0.106
H -0.384 0.707 -2.006 -0.098
C 1.677 -7.749 -3.966 0.007
C 1.799 -6.337 -3.618 -0.709
O 0.800 -5.631 -3.252 0.081
O 2.850 -5.706 -3.749 0.110
H 2.125 -8.090 -4.899 0.100
H 0.668 -8.160 -3.955 0.094
H 2.212 -8.213 -3.137 0.094
C -1.773 8.005 -4.629 -0.084
C -1.838 7.730 -3.252 -0.039
C -2.190 8.792 -2.343 0.003
C -2.610 10.029 -2.842 -0.121
C -2.702 10.195 -4.268 0.009
C -2.212 9.199 -5.104 -0.098
N -2.737 11.105 -1.841 -0.398
O -3.319 12.073 -2.251 0.084
O -2.363 10.947 -0.730 0.100
H -1.415 7.252 -5.316 0.109
H -1.542 6.768 -2.861 0.100
H -2.159 8.455 -1.317 0.110
H -3.276 10.992 -4.716 0.113
H -2.444 9.347 -6.149 0.110
C -6.773 2.979 -1.964 -0.048
C -6.610 3.557 -0.591 -0.401
O -7.798 4.205 -0.395 0.121
C -8.364 4.663 -1.566 -0.482
O -9.337 5.390 -1.619 0.166
O -7.662 3.964 -2.456 0.069
F -5.628 4.393 -0.786 0.111
H -7.359 2.060 -1.930 0.140
H -5.904 2.830 -2.605 0.152
H -6.355 2.805 0.156 0.172
```

# 2
This record from the OMol25 dataset describes C28H45CrN5O4P3 as an isolated structure. The level of theory is ωB97M-V/def2-TZVPD.

Calculated values
* Kohn-Sham gap (spin up / spin down): 7.94 / 8.47 eV
* spin multiplicity: 5
* E_HOMO (spin up / spin down): -9.6 / -10.2 eV
* LUMO energy (spin up / spin down): -1.691 / -1.741 eV
* expectation value of S²: 6.0142
* charge: +1
* energy: -101695.9758 eV

XYZ file:
```
86
Properties=species:S:1:pos:R:3:lowdin_charge:R:1
Cr 0.222 0.202 0.054 0.670
C 5.227 0.269 -0.148 -0.068
N 4.600 -0.263 1.070 -0.284
C 5.534 -0.742 2.090 -0.078
P 3.045 -0.743 1.089 0.496
O 2.320 -0.187 -0.104 -0.321
O 2.493 -0.149 2.481 -0.261
P 0.905 -0.052 2.846 0.473
O 0.098 -0.829 1.851 -0.318
N 0.717 1.562 2.929 -0.283
C 1.638 2.552 2.363 -0.061
C -0.679 2.033 3.071 -0.070
N 0.693 -0.652 4.333 -0.287
C 1.316 -0.037 5.504 -0.071
C 0.062 -1.953 4.561 -0.071
N 2.794 -2.349 1.258 -0.273
C 3.078 -3.064 2.506 -0.082
C 2.963 -3.171 0.049 -0.068
H 5.931 -0.454 -0.566 0.091
H 5.772 1.184 0.087 0.091
H 4.473 0.495 -0.896 0.068
H 6.107 -1.604 1.740 0.092
H 5.008 -1.014 3.005 0.075
H 6.233 0.057 2.337 0.093
H 2.662 2.196 2.394 0.081
H 1.572 3.461 2.960 0.097
H 1.382 2.806 1.332 0.072
H -1.310 1.237 3.463 0.089
H -1.093 2.325 2.106 0.065
H -0.703 2.873 3.765 0.092
H 1.842 0.875 5.233 0.080
H 2.030 -0.729 5.957 0.090
H 0.558 0.213 6.249 0.093
H -0.380 -2.323 3.639 0.079
H -0.725 -1.851 5.309 0.093
H 0.791 -2.680 4.927 0.084
H 2.973 -2.406 3.366 0.069
H 4.084 -3.492 2.507 0.089
H 2.361 -3.879 2.615 0.095
H 2.756 -2.584 -0.845 0.083
H 2.253 -4.000 0.083 0.083
H 3.976 -3.581 -0.019 0.091
N -1.641 0.727 0.061 -0.341
P -2.569 -0.207 -0.756 0.716
C -4.334 -0.005 -0.417 -0.303
C -4.722 0.852 0.606 -0.078
C -6.073 1.036 0.886 -0.077
C -7.030 0.358 0.147 -0.079
C -6.647 -0.502 -0.878 -0.073
C -5.302 -0.682 -1.163 -0.084
C -2.246 -2.000 -0.578 -0.279
C -1.076 -2.536 -1.129 -0.113
C -0.746 -3.870 -0.935 -0.082
C -1.578 -4.685 -0.178 -0.078
C -2.730 -4.159 0.391 -0.068
C -3.063 -2.824 0.191 -0.063
C -2.528 0.092 -2.576 -0.285
C -2.539 -0.868 -3.586 -0.076
C -2.488 -0.484 -4.924 -0.068
C -2.433 0.858 -5.267 -0.075
C -2.442 1.828 -4.270 -0.074
C -2.491 1.446 -2.936 -0.118
H -3.953 1.372 1.168 0.091
H -6.376 1.707 1.681 0.104
H -8.082 0.503 0.364 0.106
H -7.398 -1.026 -1.455 0.106
H -5.003 -1.345 -1.968 0.110
H -0.423 -1.906 -1.728 0.102
H 0.147 -4.281 -1.391 0.101
H -1.332 -5.731 -0.039 0.106
H -3.374 -4.791 0.991 0.108
H -3.965 -2.421 0.637 0.108
H -2.596 -1.921 -3.338 0.104
H -2.493 -1.241 -5.700 0.108
H -2.396 1.151 -6.310 0.108
H -2.421 2.879 -4.535 0.108
H -2.506 2.195 -2.149 0.108
C 0.831 3.488 -1.763 -0.056
C 1.431 2.149 -2.133 -0.242
O 0.515 1.067 -1.850 -0.176
H 1.551 4.288 -1.951 0.088
H 0.543 3.512 -0.711 0.065
H -0.063 3.691 -2.359 0.080
H 2.329 1.933 -1.561 0.098
H 1.686 2.115 -3.190 0.124
H -0.330 1.236 -2.294 0.059
```

# 3
This record from the OMol25 dataset describes one molecule with the formula C9H11BO2 in a non-equilibrium geometry. The level of theory is ωB97M-V/def2-TZVPD.

Calculated values
* Kohn-Sham gap: 8.96 eV
* SMILES string: C=C[C@@H](B(O)O)c1ccccc1
* E_HOMO: -8.7 eV
* LUMO energy: 0.306 eV
* charge: 0
* energy: -14283.3631 eV

XYZ file:
```
23
Properties=species:S:1:pos:R:3:nbo_charge:R:1
B -1.910 -1.056 0.141 1.156
C 3.035 -0.586 -0.365 -0.241
C 2.134 -0.406 -1.391 -0.181
C 2.530 -0.580 0.938 -0.200
C 0.837 0.115 -1.108 -0.239
C 1.162 -0.498 1.193 -0.215
C 0.342 -0.011 0.187 0.012
C -1.147 2.767 0.282 -0.401
C -1.447 1.541 -0.130 -0.153
C -1.109 0.243 0.579 -0.636
O -2.778 -0.874 -0.879 -0.906
O -1.675 -2.231 0.780 -0.902
H 3.989 -0.720 -0.667 0.208
H 2.518 -0.485 -2.483 0.208
H 3.309 -0.835 1.618 0.212
H 0.170 0.419 -1.985 0.222
H 0.599 -0.615 2.170 0.217
H -1.459 3.655 -0.347 0.202
H -0.857 2.955 1.304 0.197
H -1.981 1.268 -0.986 0.209
H -1.038 0.277 1.768 0.232
H -3.595 -1.329 -0.798 0.499
H -1.631 -3.012 0.179 0.503
```

# 4
This record from the OMol25 dataset describes C45H44BClF8O3Si2 as an isolated structure in a non-equilibrium geometry. The level of theory is ωB97M-V/def2-TZVPD.

Calculated values
* Kohn-Sham gap: 8.07 eV
* E_HOMO: -7.9 eV
* LUMO energy: 0.151 eV
* charge: 0
* energy: -104202.4178 eV

XYZ file:
```
104
Properties=species:S:1:pos:R:3:lowdin_charge:R:1
C -2.706 -2.573 3.005 0.068
C -1.853 -2.137 1.946 -0.106
C -0.973 -1.184 0.891 -0.277
Si -1.857 -0.900 -0.802 0.555
C -3.720 -0.313 -0.591 -0.218
C -3.791 1.198 0.082 -0.181
C -4.228 2.566 -0.713 -0.029
C -4.236 3.989 0.146 -0.054
C -3.801 4.117 1.732 -0.034
C -3.336 2.747 2.529 -0.183
C -2.876 2.669 4.103 -0.125
C -3.353 1.346 1.664 -0.005
O -1.081 0.357 -1.771 -0.369
Si 0.668 0.338 -1.595 0.288
Cl 1.459 0.311 -3.629 0.261
C 1.335 2.009 -0.806 -0.279
C 2.434 1.723 0.394 -0.167
C 1.746 1.361 1.850 -0.052
F 0.926 2.381 2.578 -0.054
C 1.924 0.035 2.560 -0.034
F 2.411 -1.169 1.847 -0.025
F 1.633 -0.044 4.030 -0.025
B -1.877 -2.603 -1.727 -0.456
O -0.743 -2.869 -2.679 -0.022
O -2.960 -3.576 -1.458 0.002
H -3.168 -2.829 4.076 0.056
H -0.793 -0.098 1.353 0.094
H 0.088 -1.682 0.813 0.064
H -4.363 -1.066 0.032 0.101
H -4.139 -0.277 -1.708 0.106
H -4.520 2.522 -1.855 0.088
H -4.566 4.987 -0.397 0.061
H -3.786 5.137 2.331 0.089
H -3.683 3.141 4.842 0.090
H -2.806 1.518 4.389 0.078
H -1.801 3.108 4.272 0.078
H -3.051 0.366 2.229 0.066
H 1.200 -0.783 -0.832 -0.006
H 0.455 2.669 -0.360 0.113
H 1.906 2.618 -1.658 0.078
H 3.063 2.709 0.523 0.119
H 3.191 0.867 0.071 0.125
H 0.019 -3.215 -2.108 0.110
H -2.565 -4.180 -0.737 0.103
F -4.255 6.664 -1.035 0.027
C -3.642 7.098 -2.144 -0.279
C -3.774 8.429 -2.523 -0.017
C -3.132 8.883 -3.675 -0.084
C -2.374 7.996 -4.443 -0.098
C -2.251 6.660 -4.058 -0.080
C -2.884 6.210 -2.899 -0.011
H -4.375 9.102 -1.919 0.116
H -3.223 9.924 -3.975 0.104
H -1.877 8.349 -5.344 0.100
H -1.664 5.971 -4.659 0.106
H -2.793 5.177 -2.580 0.110
F 3.211 4.746 -0.968 0.050
C 3.824 5.180 -2.078 -0.288
C 3.692 6.511 -2.456 -0.017
C 4.334 6.965 -3.609 -0.083
C 5.092 6.078 -4.377 -0.097
C 5.214 4.742 -3.991 -0.078
C 4.582 4.292 -2.833 -0.015
H 3.091 7.184 -1.852 0.116
H 4.243 8.006 -3.909 0.105
H 5.589 6.431 -5.278 0.101
H 5.802 4.052 -4.593 0.107
H 4.673 3.259 -2.514 0.104
F -2.320 -3.083 6.241 0.042
C -1.330 -3.985 6.243 -0.296
C -0.095 -3.645 6.783 -0.014
C 0.935 -4.586 6.789 -0.081
C 0.720 -5.855 6.244 -0.098
C -0.521 -6.185 5.699 -0.083
C -1.554 -5.247 5.704 -0.023
H 0.056 -2.652 7.194 0.117
H 1.902 -4.333 7.216 0.105
H 1.525 -6.587 6.245 0.100
H -0.685 -7.171 5.272 0.103
H -2.528 -5.490 5.292 0.114
F -0.950 -6.010 0.745 0.057
C -1.237 -7.160 0.121 -0.287
C -1.953 -7.131 -1.071 -0.010
C -2.248 -8.328 -1.724 -0.074
C -1.832 -9.542 -1.171 -0.096
C -1.118 -9.561 0.028 -0.083
C -0.814 -8.363 0.674 -0.019
H -2.275 -6.179 -1.481 0.100
H -2.800 -8.316 -2.660 0.108
H -2.066 -10.476 -1.679 0.101
H -0.800 -10.507 0.458 0.105
H -0.252 -8.358 1.603 0.114
F 5.331 0.515 -2.540 0.053
C 5.304 -0.751 -2.103 -0.293
C 6.332 -1.217 -1.291 -0.018
C 6.301 -2.534 -0.832 -0.082
C 5.247 -3.374 -1.199 -0.096
C 4.222 -2.899 -2.018 -0.080
C 4.247 -1.579 -2.468 -0.037
H 7.147 -0.553 -1.024 0.116
H 7.096 -2.906 -0.190 0.105
H 5.226 -4.402 -0.844 0.101
H 3.405 -3.555 -2.306 0.104
H 3.455 -1.190 -3.099 0.037
```